# 1
97
Properties=species:S:1:pos:R:3:forces:R:3 method="wB97M-V/def2-TZVPD" e_above_lowest_ev=1.591 total_energy_ha=-4525.384877 total_charge=+3 homo_energy_ev=-14.5 homo_lumo_gap_ev=5.71
Tl 0.0477 0.3939 -0.8461 0.00 0.03 -0.10
C 2.6375 0.6875 -4.3480 0.00 0.00 0.00
C 1.2527 1.2716 -4.5795 0.01 0.00 0.00
S -0.0032 0.2538 -3.7553 0.01 0.01 0.01
C -1.4895 1.2300 -4.0210 0.00 -0.01 -0.01
C -1.5805 2.5890 -3.3236 0.01 0.00 0.00
S -1.1861 2.6723 -1.5479 0.00 0.00 0.00
C 0.2001 3.8487 -1.6055 0.00 0.00 0.00
C 0.9687 3.8788 -0.2939 0.00 -0.01 -0.01
S 1.8826 2.3676 0.1099 0.01 0.01 0.00
C 3.4637 2.5946 -0.7595 0.00 0.01 0.00
C 3.4979 2.3467 -2.2588 0.00 -0.01 0.00
S 3.1231 0.6110 -2.6076 -0.01 -0.02 0.01
H 3.3836 1.2595 -4.8997 0.00 0.00 0.00
H 2.6916 -0.3385 -4.7150 0.00 0.00 0.00
H 1.0286 1.2752 -5.6473 -0.01 0.00 0.00
H 1.1920 2.2983 -4.2179 0.00 0.00 0.00
H -2.3059 0.5873 -3.7072 0.01 0.02 -0.01
H -1.5994 1.3991 -5.0933 0.00 0.00 0.00
H -2.6083 2.9397 -3.4037 0.00 0.00 0.00
H -0.9406 3.3232 -3.8108 0.00 0.00 0.00
H -0.2384 4.8314 -1.7856 0.00 0.00 0.00
H 0.8469 3.6001 -2.4438 0.00 0.00 0.00
H 0.2930 4.0558 0.5449 0.00 0.00 0.00
H 1.6855 4.7006 -0.3025 0.00 0.00 0.00
H 4.1540 1.9264 -0.2420 0.00 0.00 0.00
H 3.7868 3.6114 -0.5318 0.00 0.00 0.00
H 4.5013 2.5739 -2.6211 0.00 0.00 0.00
H 2.8010 2.9960 -2.7865 0.00 0.00 0.00
C 1.8429 -2.6608 -1.9373 0.00 0.00 0.00
P 0.8953 -2.0028 -0.5541 0.00 0.00 0.03
C 1.9624 -1.9272 0.9216 -0.01 0.01 0.02
C 3.1264 -0.9777 0.8541 0.02 0.01 -0.01
C 4.3112 -1.3058 1.6518 -0.01 0.00 0.00
C 4.2957 -2.3437 2.4972 -0.01 -0.01 -0.01
C 3.1765 -3.2673 2.5459 0.01 0.01 0.00
C 2.0965 -3.1236 1.7665 0.01 -0.02 0.00
C -0.5013 -3.0738 -0.2482 0.02 -0.01 -0.01
C -0.9845 -3.9196 -1.2456 0.00 0.01 0.00
C -2.0913 -4.7140 -0.9898 0.00 0.00 0.00
C -2.7149 -4.6594 0.2508 0.00 0.00 0.00
C -2.2299 -3.8148 1.2440 0.00 0.00 0.00
C -1.1227 -3.0176 0.9994 -0.03 -0.01 0.03
H 2.0429 -3.7175 -1.7498 0.00 0.00 0.00
H 2.7874 -2.1252 -2.0130 0.00 0.01 0.00
H 1.2855 -2.5549 -2.8680 0.00 0.00 0.00
H 3.2759 -0.3969 -0.0527 0.00 0.00 -0.01
H 5.2045 -0.7119 1.5100 0.00 0.00 0.00
H 5.1690 -2.5656 3.0958 0.00 0.00 0.00
H 3.2601 -4.1396 3.1812 0.00 0.00 0.00
H 1.3249 -3.8811 1.7341 0.02 0.00 0.00
H -0.5017 -3.9786 -2.2126 0.00 0.00 0.00
H -2.4519 -5.3941 -1.7501 0.00 0.00 0.00
H -3.5633 -5.3001 0.4544 0.00 0.00 0.00
H -2.6947 -3.8017 2.2220 0.00 0.00 0.00
H -0.7226 -2.3942 1.7955 0.00 0.02 -0.01
S -2.7983 0.7376 3.0562 -0.01 0.01 0.01
C -1.4664 1.7736 3.2854 0.01 -0.02 0.00
C -0.6067 1.6598 2.2468 0.01 -0.01 0.00
N -1.0106 0.7811 1.2644 0.01 -0.02 0.05
C -2.1530 0.2204 1.5852 0.01 0.00 0.00
H -1.3614 2.3753 4.1729 0.00 0.01 0.00
H 0.3485 2.1539 2.1783 0.00 0.00 0.00
H -2.6296 -0.5246 0.9696 -0.01 0.00 -0.02
O -3.5455 0.9268 -1.6484 -0.01 -0.01 -0.07
C -3.1928 -0.2550 -1.5537 -0.01 0.00 0.26
O -2.0144 -0.7016 -1.4390 -0.02 0.01 -0.05
C -4.2961 -1.3324 -1.5475 0.00 0.00 -0.08
N -5.6159 -0.5992 -1.6472 0.01 0.00 -0.01
C -6.2975 -1.0091 -2.9359 0.00 0.00 0.00
C -5.1447 -1.5008 -3.7936 0.00 0.00 0.00
C -4.2585 -2.2341 -2.7860 -0.01 0.00 0.00
H -4.2486 -1.8922 -0.6140 0.01 0.01 0.00
H -5.3330 0.3990 -1.6703 0.00 0.00 0.01
H -6.2163 -0.7474 -0.8391 0.00 0.00 0.00
H -6.8491 -0.1612 -3.3321 0.00 0.00 0.00
H -6.9927 -1.8116 -2.6977 0.00 0.00 0.00
H -4.6181 -0.6549 -4.2413 0.00 0.00 0.00
H -5.4934 -2.1419 -4.5996 0.00 0.00 0.00
H -3.2344 -2.3821 -3.1220 0.00 0.00 0.00
H -4.6792 -3.2119 -2.5500 0.00 0.00 0.00
C 1.4889 -1.0421 6.4690 0.00 0.00 0.00
C 1.5513 -1.5314 5.0323 -0.02 0.02 0.00
S -0.0187 -1.4017 4.1353 -0.05 -0.01 -0.01
O 1.9138 -0.6352 1.5430 0.00 -0.01 0.00
C -1.0897 -2.5383 5.0592 0.03 0.00 0.01
C -0.6505 -3.9922 5.0096 0.00 0.00 0.00
H 2.4750 -1.1090 6.9297 0.00 0.00 0.00
H 0.8095 -1.6434 7.0726 0.00 -0.01 0.00
H 1.1583 -0.0048 6.5153 0.00 0.00 0.00
H 1.9032 -2.5619 4.9772 0.00 0.00 0.00
H 2.2402 -0.9257 4.4407 0.00 -0.01 -0.01
H -2.0761 -2.4130 4.6060 0.00 0.01 0.00
H -1.1762 -2.1861 6.0866 -0.01 -0.01 0.00
H -0.5734 -4.3469 3.9796 0.00 0.00 0.00
H -1.3653 -4.6231 5.5389 0.00 -0.01 0.00
H 0.3188 -4.1330 5.4874 0.00 0.00 0.01


# 2
99
Properties=species:S:1:pos:R:3:forces:R:3 method="wB97M-V/def2-TZVPD" total_energy_ha=-2948.631843 total_charge=+1 homo_energy_ev=-11.1 homo_lumo_gap_ev=7.64
Pb 0.4797 1.6783 -0.7662 0.47 0.55 0.11
C 0.4621 5.0792 2.4697 -0.05 0.00 -0.03
C 0.7479 3.9345 1.5562 0.04 -0.11 -0.03
N 0.0834 3.6796 0.4917 0.05 0.20 0.16
N -0.9469 4.4994 0.1645 -0.06 -0.21 -0.21
C -1.6038 4.1662 -0.9133 0.01 0.13 0.11
N -2.6399 4.9486 -1.2575 0.03 0.00 0.02
S -1.3210 2.8282 -2.0008 -0.19 -0.08 -0.21
C 1.8683 3.0106 1.8664 -0.02 0.05 0.00
C 2.6378 3.1582 3.0093 -0.01 0.03 -0.02
C 3.6779 2.2701 3.2365 0.03 -0.02 0.01
C 3.9165 1.2616 2.3225 0.01 0.03 0.02
C 3.0996 1.1720 1.2080 -0.02 0.08 0.02
N 2.1116 2.0350 0.9869 0.04 -0.13 0.11
H -0.4356 5.5951 2.1493 0.01 0.01 0.00
H 1.2992 5.7804 2.4645 0.00 -0.01 0.01
H 0.3281 4.7244 3.4924 0.00 -0.02 0.00
H -2.8237 5.7668 -0.7008 -0.01 0.01 -0.01
H -3.1611 4.7868 -2.0992 0.00 0.00 0.00
H 2.4345 3.9569 3.7065 0.00 -0.01 0.00
H 4.2929 2.3692 4.1210 0.00 0.00 0.00
H 4.7174 0.5503 2.4626 0.00 0.00 -0.01
H 3.2436 0.4068 0.4606 -0.02 -0.03 0.00
O 1.9058 2.7965 -2.7615 -0.08 0.14 -0.10
C 2.6228 1.8242 -2.5606 -0.24 -0.16 0.65
O 2.3456 1.0139 -1.5558 0.11 -0.30 -0.39
C 3.8212 1.4915 -3.3622 0.06 0.04 -0.12
C 4.5726 0.3474 -3.1080 -0.04 -0.02 0.04
C 5.6888 0.0716 -3.8800 0.01 0.02 -0.02
C 6.0541 0.9367 -4.9035 -0.01 0.00 0.00
C 5.3043 2.0775 -5.1593 0.01 -0.01 0.00
C 4.1869 2.3557 -4.3907 0.00 0.02 0.01
H 4.2770 -0.3201 -2.3102 -0.01 0.00 0.00
H 6.2755 -0.8161 -3.6850 0.00 0.00 0.00
H 6.9270 0.7202 -5.5053 0.00 0.00 0.00
H 5.5928 2.7491 -5.9566 0.00 0.00 0.00
H 3.5894 3.2389 -4.5711 0.00 0.00 0.00
N -0.1764 -0.0850 -2.2514 -0.11 -0.14 -0.13
C -0.6344 -0.7267 -3.1000 0.02 0.03 -0.01
N -1.1546 -1.4435 -4.0475 -0.03 -0.08 -0.03
C -2.5600 -1.2701 -4.4589 0.07 0.00 -0.03
C -3.3165 -2.5759 -4.2732 0.02 -0.01 0.01
C -2.6017 -3.7191 -4.9943 0.03 0.03 0.02
C -1.1555 -3.8487 -4.5152 -0.01 0.00 0.02
C -0.4076 -2.5366 -4.6969 -0.05 0.07 -0.03
H -2.5503 -0.9808 -5.5138 -0.04 0.03 0.00
H -2.9890 -0.4509 -3.8847 0.00 -0.02 0.03
H -4.3324 -2.4527 -4.6513 0.00 0.00 -0.01
H -3.3861 -2.7968 -3.2050 -0.02 0.01 -0.02
H -2.6113 -3.5301 -6.0728 -0.01 -0.01 -0.01
H -3.1341 -4.6560 -4.8318 -0.01 0.00 0.00
H -0.6329 -4.6325 -5.0652 0.00 0.01 -0.01
H -1.1400 -4.1249 -3.4579 0.01 -0.02 -0.02
H -0.3290 -2.2846 -5.7583 0.04 -0.02 -0.01
H 0.5967 -2.5643 -4.2788 -0.01 -0.01 0.03
C -2.9524 1.8934 2.5461 0.00 -0.01 -0.01
C -2.2595 0.8881 3.4605 0.09 0.00 0.00
C -3.2047 0.4144 4.5536 -0.01 0.02 0.02
C -0.9966 1.4880 4.0690 0.00 0.04 0.02
O -1.9224 -0.2799 2.7010 -0.04 -0.04 -0.03
Si -0.6986 -0.5948 1.6673 0.06 -0.01 0.05
O -0.4936 0.6771 0.6868 -0.22 -0.06 0.14
O -1.0977 -1.9714 0.8992 0.08 -0.05 -0.06
C -2.3558 -2.4421 0.3949 0.02 0.05 0.06
C -1.9980 -3.4192 -0.7137 -0.02 -0.02 -0.05
C -3.1795 -1.2806 -0.1521 0.00 0.03 -0.02
C -3.0986 -3.1501 1.5217 0.01 0.00 -0.03
O 0.7385 -0.8365 2.4075 0.09 -0.02 -0.13
C 1.1859 -1.9892 3.1507 -0.07 0.07 0.06
C 2.3124 -1.4905 4.0417 0.01 -0.05 0.07
C 0.0486 -2.5466 3.9998 0.01 -0.02 0.01
C 1.7085 -3.0404 2.1795 -0.01 0.03 -0.02
H -3.1554 2.8227 3.0818 -0.03 -0.02 0.01
H -3.9012 1.4880 2.1901 0.01 0.00 -0.01
H -2.3263 2.1173 1.6817 0.03 0.01 0.01
H -3.5420 1.2545 5.1629 0.00 0.00 0.00
H -2.7063 -0.3084 5.2011 0.01 0.00 -0.01
H -4.0781 -0.0651 4.1102 0.00 0.00 0.00
H -1.2457 2.3754 4.6545 0.01 0.00 0.00
H -0.2919 1.7687 3.2833 0.02 0.04 -0.03
H -0.5024 0.7677 4.7226 -0.01 -0.01 -0.01
H -1.4404 -2.9026 -1.4985 -0.03 0.00 0.03
H -2.8974 -3.8641 -1.1451 0.01 0.00 0.00
H -1.3713 -4.2203 -0.3201 0.01 0.00 0.01
H -2.5938 -0.7048 -0.8736 -0.01 -0.04 -0.01
H -3.4821 -0.6089 0.6526 0.01 -0.02 -0.01
H -4.0805 -1.6551 -0.6408 -0.01 0.00 -0.01
H -2.5385 -4.0256 1.8549 0.01 0.01 0.00
H -4.0818 -3.4797 1.1813 0.00 -0.02 0.01
H -3.2274 -2.4746 2.3671 -0.03 0.02 -0.01
H 1.9585 -0.6853 4.6882 0.00 0.00 -0.01
H 3.1362 -1.1157 3.4339 -0.02 0.00 0.01
H 2.6885 -2.3007 4.6680 0.01 0.01 0.01
H -0.3099 -1.7961 4.7061 0.01 0.01 -0.01
H 0.3958 -3.4135 4.5636 0.00 0.00 0.01
H -0.7910 -2.8582 3.3770 0.03 -0.02 0.00
H 2.5371 -2.6340 1.5956 -0.01 0.01 0.00
H 0.9236 -3.3571 1.4943 -0.03 0.00 0.01
H 2.0699 -3.9103 2.7298 0.01 -0.01 -0.01


# 3
97
Properties=species:S:1:pos:R:3:forces:R:3 method="wB97M-V/def2-TZVPD" e_above_lowest_ev=0.000 total_energy_ha=-2734.557275 total_charge=-2 homo_energy_ev=-0.9 homo_lumo_gap_ev=4.48
Cs 1.9268 -0.6609 0.6313 -0.01 -0.15 -0.03
C -2.1227 0.2981 1.9364 0.00 0.01 0.12
C -1.7706 1.1350 3.1377 0.03 0.08 0.04
C -2.4269 2.3412 3.3513 0.02 0.00 0.07
C -2.0781 3.1886 4.4024 -0.08 -0.03 -0.08
C -2.7686 4.5192 4.5623 0.02 -0.05 -0.03
C -1.0638 2.7968 5.2603 0.01 0.02 0.01
C -0.3931 1.5868 5.0862 0.11 -0.17 -0.11
C 0.7155 1.1919 6.0234 -0.01 -0.03 0.04
C -0.7506 0.7621 4.0244 -0.27 0.21 -0.23
H -1.4502 0.4995 1.0979 0.02 -0.01 0.02
H -3.1373 0.5117 1.5956 0.00 0.00 -0.01
H -2.0489 -0.7646 2.1506 -0.02 -0.05 -0.01
H -3.2192 2.6343 2.6671 0.00 0.00 0.04
H -2.3992 5.2330 3.8214 -0.01 0.02 0.00
H -2.5947 4.9435 5.5518 0.01 -0.01 0.00
H -3.8460 4.4243 4.4139 0.00 0.01 0.00
H -0.7750 3.4473 6.0816 -0.01 -0.01 0.00
H 0.3314 1.0498 7.0371 0.01 -0.01 0.00
H 1.4818 1.9685 6.0707 -0.01 0.00 -0.01
H 1.2008 0.2691 5.7038 -0.01 0.01 0.01
H -0.2258 -0.1724 3.8569 0.09 0.02 0.13
C -3.0787 1.1037 -3.3379 0.02 0.00 0.02
C -2.0322 1.4619 -2.3323 0.00 0.00 0.05
C -1.8576 2.6788 -1.7097 -0.03 -0.04 -0.06
C -0.7553 2.4889 -0.8579 0.06 0.06 0.06
N -0.3057 1.2461 -0.9460 -0.06 -0.02 -0.07
N -1.0863 0.6143 -1.8613 -0.01 0.01 -0.06
B -0.8577 -0.8303 -2.3969 0.01 0.04 -0.09
N 0.5817 -1.0061 -2.9790 -0.06 0.07 0.09
N 1.6743 -0.3524 -2.5165 0.04 0.16 -0.02
C 2.6508 -0.5619 -3.3873 -0.07 -0.04 0.10
C 2.1994 -1.3791 -4.4384 0.03 0.02 0.04
C 0.8800 -1.6383 -4.1372 -0.01 -0.10 -0.01
C -0.0752 -2.5059 -4.8856 -0.02 -0.01 0.01
C 4.0136 0.0666 -3.1817 -0.02 -0.05 0.01
C 3.8506 1.5888 -3.1015 0.02 0.01 -0.01
C 4.6464 -0.4471 -1.8855 -0.06 0.04 0.04
C 4.9311 -0.2879 -4.3512 -0.01 0.00 -0.02
N -1.3102 -1.9332 -1.4064 -0.03 0.06 0.03
N -0.7611 -2.1272 -0.1800 0.11 -0.04 -0.04
C -1.3773 -3.1679 0.3587 -0.01 -0.02 -0.04
C -2.3634 -3.6569 -0.5229 0.00 0.00 0.09
C -2.2941 -2.8405 -1.6267 0.02 0.01 -0.02
C -3.1644 -2.8958 -2.8427 0.01 0.00 0.01
C -1.0280 -3.7386 1.7151 -0.01 0.02 -0.04
C -0.4743 -5.1589 1.5308 -0.03 0.00 -0.01
C -2.2962 -3.8135 2.5754 -0.05 0.01 0.00
C 0.0310 -2.8972 2.4183 0.20 -0.19 0.15
C -0.0519 3.5448 -0.0342 -0.03 -0.02 -0.01
C 0.8275 4.3780 -0.9798 -0.03 0.03 0.04
C -1.0708 4.4660 0.6460 0.05 -0.01 0.01
C 0.8349 2.8970 1.0222 0.09 -0.01 0.00
H -3.7207 1.9702 -3.5022 0.00 0.00 0.00
H -2.6416 0.8088 -4.2922 0.00 -0.01 -0.01
H -3.7013 0.2768 -2.9935 0.00 0.00 -0.01
H -2.4480 3.5675 -1.8635 0.00 0.01 0.00
H -1.6005 -0.9479 -3.3344 0.03 0.02 0.02
H 2.7536 -1.7623 -5.2791 -0.01 0.00 0.00
H 0.4180 -2.8940 -5.7770 0.00 0.00 0.00
H -0.3893 -3.3565 -4.2767 -0.01 0.01 0.00
H -0.9717 -1.9623 -5.1910 0.01 -0.01 0.00
H 3.1641 1.8492 -2.2946 0.00 0.00 0.01
H 4.8173 2.0676 -2.9162 -0.01 0.01 0.00
H 3.4362 1.9852 -4.0325 0.00 0.00 0.00
H 4.0498 -0.1429 -1.0261 0.12 0.03 -0.08
H 4.6999 -1.5365 -1.8669 0.00 0.00 -0.02
H 5.6477 -0.0294 -1.7459 0.02 -0.02 -0.04
H 4.5142 0.0606 -5.2999 0.01 0.00 0.00
H 5.9097 0.1792 -4.2127 0.00 0.01 0.00
H 5.0778 -1.3681 -4.4142 0.00 0.00 0.00
H -3.0330 -4.4903 -0.3800 -0.01 0.01 0.00
H -3.8636 -3.7257 -2.7330 0.00 0.00 0.00
H -3.7433 -1.9794 -2.9673 0.00 0.00 0.00
H -2.5955 -3.0467 -3.7589 0.01 0.00 -0.01
H -1.2099 -5.8017 1.0388 0.01 0.00 0.01
H 0.4360 -5.1420 0.9292 0.00 0.01 0.00
H -0.2290 -5.5935 2.5042 0.00 0.00 0.00
H -3.0489 -4.4492 2.1023 -0.01 0.00 0.01
H -2.0556 -4.2392 3.5529 0.00 0.00 0.01
H -2.7436 -2.8283 2.7307 0.05 0.00 -0.01
H 1.0002 -3.0284 1.9311 -0.06 0.06 -0.02
H -0.2366 -1.8407 2.4526 0.02 -0.06 -0.05
H 0.1741 -3.2405 3.4463 -0.06 0.00 0.00
H 0.2178 4.8682 -1.7423 0.00 0.01 0.00
H 1.3703 5.1462 -0.4199 0.00 0.00 -0.01
H 1.5519 3.7385 -1.4866 0.00 -0.01 0.00
H -1.7011 4.9725 -0.0879 -0.02 0.00 -0.01
H -1.7125 3.9060 1.3283 0.03 0.00 -0.03
H -0.5457 5.2316 1.2258 -0.02 0.00 -0.01
H 1.6372 2.3443 0.5323 -0.02 -0.06 0.07
H 1.2941 3.6523 1.6642 -0.01 0.06 -0.02
H 0.2622 2.2208 1.6573 0.04 -0.04 0.02
Te 3.0807 -4.1396 -0.6048 0.05 0.02 0.00
Te 5.2088 -3.3341 0.8834 -0.09 0.01 0.05
Te 4.4443 -3.4595 3.5004 0.03 -0.14 -0.12
Te 3.5587 -1.0060 4.1880 -0.12 0.22 0.06